Entry 1:
DFT (wB97M-V/def2-TZVPD) results for a molecular structure, C2H3AgO at a distorted geometry.

Computed properties:
Relative energy (zero: lowest compared OMol25 entry of this formula, charge and spin), eV: 2.521
Maximum force, eV Å⁻¹: 4.1
Calculated total energy, eV: -8156.8436
Charge: +1
2S+1: 2
LUMO (spin up / spin down), eV: -6.38 / -6.49
⟨S²⟩: 0.7635

XYZ file:
```
7
Properties=species:S:1:pos:R:3:forces:R:3
O -0.418 -0.364 0.862 -1.12 -0.46 0.67
Ag -2.737 -0.781 0.398 0.53 0.10 -0.04
H -0.002 -0.740 1.646 0.16 0.16 0.14
C 0.486 0.301 0.078 0.12 3.34 -2.41
C 0.576 0.195 -1.226 0.85 -2.51 0.39
H 1.351 -0.032 -1.952 -0.57 0.83 -0.36
H 0.744 1.421 0.193 0.03 -1.46 1.61
```
Positions in Å, forces in eV/Å.


Entry 2:
DFT (wB97M-V/def2-TZVPD) results for a molecular structure, C2H3AlO7 at a distorted geometry.

Computed properties:
Relative energy (zero: lowest compared OMol25 entry of this formula, charge and spin), eV: 0.040
Maximum force, eV Å⁻¹: 5.2
Calculated total energy, eV: -23045.9344
Charge: 0
2S+1: 1
LUMO, eV: -6.11

XYZ file:
```
13
Properties=species:S:1:pos:R:3:forces:R:3
Al -0.569 -1.542 0.181 -0.02 5.24 0.15
O -2.345 -0.138 1.776 -0.14 -1.30 -1.10
H -2.308 0.618 2.383 0.89 -0.01 0.02
O 1.975 -1.051 1.242 0.77 0.09 0.94
C 1.625 0.144 1.862 -0.31 1.52 0.89
O 2.461 0.701 2.568 -0.63 -0.73 -0.66
O 0.418 0.479 1.632 -0.74 -1.63 -1.34
H 2.811 -1.106 1.770 -0.06 -1.03 -1.03
O -0.658 0.846 -3.668 -1.45 -0.69 2.70
C -0.568 0.266 -2.402 0.50 -0.96 0.64
O -1.681 -0.253 -1.974 0.72 -0.48 0.44
O 0.488 0.204 -1.762 -0.09 -0.48 -0.17
H -1.647 0.833 -3.608 0.56 0.45 -1.47
```
Positions in Å, forces in eV/Å.


Entry 3:
DFT (wB97M-V/def2-TZVPD) results for a molecular structure, C2H3AuFO at a distorted geometry.

Computed properties:
Relative energy (zero: lowest compared OMol25 entry of this formula, charge and spin), eV: 1.254
Maximum force, eV Å⁻¹: 13.4
Calculated total energy, eV: -10524.2314
Charge: +3
2S+1: 3
LUMO (spin up / spin down), eV: -19.23 / -21.16
⟨S²⟩: 2.0215

XYZ file:
```
8
Properties=species:S:1:pos:R:3:forces:R:3
H 0.157 -1.618 0.135 3.50 1.01 1.20
O 0.939 -0.693 0.316 -12.02 -5.84 -1.28
C -0.095 0.163 0.107 -1.09 3.12 1.11
C -1.143 0.729 -0.734 0.30 3.86 0.94
Au 2.617 -0.398 0.197 12.15 1.67 -0.76
H -0.111 0.801 1.019 -1.36 -0.31 0.49
H -0.490 -0.612 -0.926 -3.03 0.18 0.76
F -1.873 1.627 -0.113 1.55 -3.68 -2.45
```
Positions in Å, forces in eV/Å.


Repeat the second record exactly.
DFT (wB97M-V/def2-TZVPD) results for a molecular structure, C2H3AlO7 at a distorted geometry.

Computed properties:
Relative energy (zero: lowest compared OMol25 entry of this formula, charge and spin), eV: 0.040
Maximum force, eV Å⁻¹: 5.2
Calculated total energy, eV: -23045.9344
Charge: 0
2S+1: 1
LUMO, eV: -6.11

XYZ file:
```
13
Properties=species:S:1:pos:R:3:forces:R:3
Al -0.569 -1.542 0.181 -0.02 5.24 0.15
O -2.345 -0.138 1.776 -0.14 -1.30 -1.10
H -2.308 0.618 2.383 0.89 -0.01 0.02
O 1.975 -1.051 1.242 0.77 0.09 0.94
C 1.625 0.144 1.862 -0.31 1.52 0.89
O 2.461 0.701 2.568 -0.63 -0.73 -0.66
O 0.418 0.479 1.632 -0.74 -1.63 -1.34
H 2.811 -1.106 1.770 -0.06 -1.03 -1.03
O -0.658 0.846 -3.668 -1.45 -0.69 2.70
C -0.568 0.266 -2.402 0.50 -0.96 0.64
O -1.681 -0.253 -1.974 0.72 -0.48 0.44
O 0.488 0.204 -1.762 -0.09 -0.48 -0.17
H -1.647 0.833 -3.608 0.56 0.45 -1.47
```
Positions in Å, forces in eV/Å.


- Among the records above, which one has the highest charge?
  C2H3AuFO


Repeat the third record exactly.
DFT (wB97M-V/def2-TZVPD) results for a molecular structure, C2H3AuFO at a distorted geometry.

Computed properties:
Relative energy (zero: lowest compared OMol25 entry of this formula, charge and spin), eV: 1.254
Maximum force, eV Å⁻¹: 13.4
Calculated total energy, eV: -10524.2314
Charge: +3
2S+1: 3
LUMO (spin up / spin down), eV: -19.23 / -21.16
⟨S²⟩: 2.0215

XYZ file:
```
8
Properties=species:S:1:pos:R:3:forces:R:3
H 0.157 -1.618 0.135 3.50 1.01 1.20
O 0.939 -0.693 0.316 -12.02 -5.84 -1.28
C -0.095 0.163 0.107 -1.09 3.12 1.11
C -1.143 0.729 -0.734 0.30 3.86 0.94
Au 2.617 -0.398 0.197 12.15 1.67 -0.76
H -0.111 0.801 1.019 -1.36 -0.31 0.49
H -0.490 -0.612 -0.926 -3.03 0.18 0.76
F -1.873 1.627 -0.113 1.55 -3.68 -2.45
```
Positions in Å, forces in eV/Å.


Copy entry 1 word for word.
DFT (wB97M-V/def2-TZVPD) results for a molecular structure, C2H3AgO at a distorted geometry.

Computed properties:
Relative energy (zero: lowest compared OMol25 entry of this formula, charge and spin), eV: 2.521
Maximum force, eV Å⁻¹: 4.1
Calculated total energy, eV: -8156.8436
Charge: +1
2S+1: 2
LUMO (spin up / spin down), eV: -6.38 / -6.49
⟨S²⟩: 0.7635

XYZ file:
```
7
Properties=species:S:1:pos:R:3:forces:R:3
O -0.418 -0.364 0.862 -1.12 -0.46 0.67
Ag -2.737 -0.781 0.398 0.53 0.10 -0.04
H -0.002 -0.740 1.646 0.16 0.16 0.14
C 0.486 0.301 0.078 0.12 3.34 -2.41
C 0.576 0.195 -1.226 0.85 -2.51 0.39
H 1.351 -0.032 -1.952 -0.57 0.83 -0.36
H 0.744 1.421 0.193 0.03 -1.46 1.61
```
Positions in Å, forces in eV/Å.